The following is a quantum chemistry calculation of a structure of composition C45H64FN2O2P2S2Zr, from OMol25.

Geometry as ORCA input:
```
! RIJCOSX wB97M-V def2-TZVPD def2/J DEFGRID3
* xyz 3 1
Zr -0.03 -0.46 0.18
C 3.49 -0.84 2.89
P 2.63 0.15 1.62
C 4.06 0.70 0.64
C 2.33 1.70 2.54
C 1.74 2.75 1.60
P 0.03 2.29 1.15
C -0.41 3.64 0.01
C -0.78 2.83 2.69
H 4.14 -0.17 3.45
H 4.10 -1.60 2.41
H 2.80 -1.32 3.58
H 4.77 1.15 1.34
H 3.80 1.43 -0.12
H 4.54 -0.15 0.15
H 3.28 2.04 2.95
H 1.67 1.50 3.39
H 2.33 2.84 0.69
H 1.71 3.73 2.07
H -0.17 4.59 0.48
H -1.47 3.61 -0.23
H 0.17 3.54 -0.91
H -0.38 3.82 2.93
H -0.57 2.16 3.53
H -1.85 2.92 2.56
C 2.63 -3.86 1.71
C 1.10 -3.95 1.74
C 0.45 -2.77 2.47
C 0.57 -4.22 0.34
C 0.04 -5.49 0.10
C -0.29 -5.90 -1.18
C -0.12 -5.04 -2.24
C 0.35 -3.74 -2.05
C 0.39 -2.84 -3.29
C -1.02 -2.61 -3.88
C 1.30 -3.43 -4.38
C 0.70 -3.33 -0.74
N 1.17 -1.96 -0.53
C 2.35 -1.63 -1.25
C 3.37 -2.50 -1.59
C 4.43 -2.07 -2.37
C 4.50 -0.76 -2.84
C 3.50 0.14 -2.49
C 2.51 -0.34 -1.69
F 1.50 0.54 -1.26
H 3.04 -3.81 2.72
H 2.97 -2.98 1.15
H 3.05 -4.75 1.23
H 0.86 -4.83 2.33
H 0.48 -1.87 1.85
H 0.97 -2.53 3.39
H -0.59 -2.96 2.70
H -0.06 -6.18 0.94
H -0.67 -6.91 -1.34
H -0.36 -5.37 -3.24
H 0.76 -1.86 -3.02
H -1.51 -3.55 -4.14
H -0.93 -2.02 -4.80
H -1.67 -2.06 -3.19
H 0.85 -4.32 -4.83
H 2.27 -3.73 -3.98
H 1.47 -2.70 -5.18
H 3.31 -3.54 -1.27
H 5.22 -2.77 -2.63
H 5.31 -0.44 -3.48
H 3.52 1.18 -2.81
O -1.76 -1.61 -0.42
S -2.35 -3.00 -0.80
C -2.91 -3.82 0.72
C -4.21 -3.39 1.36
C -4.20 -1.93 1.81
C -3.36 -1.72 3.07
S -2.39 -0.21 3.04
O -1.39 -0.34 1.87
C -3.69 0.88 2.51
C -4.52 1.37 3.52
C -5.57 2.19 3.16
C -5.78 2.51 1.82
C -4.94 2.02 0.83
C -3.88 1.19 1.18
C -3.87 -2.59 -1.59
C -4.53 -3.65 -2.20
C -5.73 -3.40 -2.84
C -6.24 -2.11 -2.89
C -5.55 -1.06 -2.29
C -4.34 -1.29 -1.64
H -2.04 -3.70 1.38
H -2.93 -4.88 0.42
H -4.39 -4.06 2.20
H -5.04 -3.53 0.67
H -5.22 -1.59 1.98
H -3.80 -1.32 1.01
H -2.65 -2.52 3.28
H -3.98 -1.58 3.97
H -4.34 1.13 4.56
H -6.23 2.59 3.92
H -6.61 3.16 1.54
H -5.11 2.26 -0.21
H -3.21 0.80 0.42
H -4.10 -4.66 -2.19
H -6.26 -4.21 -3.32
H -7.18 -1.92 -3.39
H -5.94 -0.05 -2.35
H -3.79 -0.49 -1.17
C -3.21 1.39 -4.11
C -2.01 2.15 -3.52
C -2.44 3.56 -3.05
C -0.86 2.24 -4.54
C -1.51 1.36 -2.37
N -1.07 0.75 -1.51
H -3.55 1.93 -5.00
H -4.04 1.35 -3.40
H -2.94 0.38 -4.41
H -2.98 4.03 -3.87
H -1.58 4.18 -2.81
H -3.11 3.52 -2.18
H -1.20 2.85 -5.38
H -0.59 1.26 -4.92
H 0.02 2.72 -4.11
*
```

Calculated values
E = -99005.859 eV
Strongest force on any atom = 0.0217 hartree/bohr
Orbital gap = 7.396 eV


The following is a quantum chemistry calculation of a structure of composition C22H49N2O2P3Pm, from OMol25.

Geometry as ORCA input:
```
! RIJCOSX wB97M-V def2-TZVPD def2/J DEFGRID3
* xyz 3 5
Pm 0.42 -0.49 -0.08
P -1.29 -0.66 2.59
P -2.19 -1.24 -1.32
P 1.58 1.70 1.41
H -2.76 6.47 -5.36
C -1.71 6.79 -5.28
C -0.76 6.31 -6.09
H -1.00 5.60 -6.89
C -2.48 0.20 3.65
C -2.03 -2.26 2.22
C 0.17 -0.93 3.62
C -2.31 -0.60 -3.03
C -2.50 -3.03 -1.60
C -3.81 -0.67 -0.66
C 2.22 2.99 0.28
C 3.02 1.43 2.52
C 0.49 2.72 2.49
H -1.48 7.54 -4.51
H 0.27 6.67 -6.03
H -2.67 -0.39 4.56
H -3.42 0.31 3.09
H -2.12 1.20 3.92
H -2.12 -2.80 3.17
H -1.42 -2.86 1.54
H -3.02 -2.13 1.79
H -0.14 -0.79 4.67
H 1.00 -0.23 3.43
H 0.56 -1.95 3.53
H -3.05 -1.16 -3.61
H -1.33 -0.68 -3.52
H -2.58 0.46 -3.01
H -3.56 -3.26 -1.50
H -1.93 -3.63 -0.87
H -2.15 -3.30 -2.60
H -4.65 -1.04 -1.26
H -3.83 0.43 -0.67
H -3.95 -1.00 0.38
H 2.98 3.59 0.79
H 1.41 3.63 -0.07
H 2.67 2.51 -0.60
H 3.65 2.34 2.56
H 3.63 0.60 2.14
H 2.69 1.17 3.54
H 0.98 3.66 2.79
H 0.21 2.16 3.39
H -0.43 2.97 1.94
C -0.20 2.12 -2.13
C -1.33 2.77 -1.56
C -1.69 4.03 -2.02
C -0.96 4.65 -3.03
C 0.12 3.99 -3.62
C 0.50 2.73 -3.20
O 0.24 0.97 -1.65
H -1.30 0.24 1.40
H -1.88 2.27 -0.76
H -2.54 4.55 -1.58
H -1.25 5.63 -3.40
H 0.66 4.48 -4.43
H 1.34 2.19 -3.63
C 0.37 -4.92 2.35
N 1.56 -4.66 1.54
C 2.29 -5.86 1.12
C 1.69 -3.49 0.86
O 0.67 -2.78 0.50
N 2.94 -3.07 0.55
C 4.09 -3.50 1.34
C 3.10 -1.83 -0.22
H 0.60 -5.76 3.03
H -0.49 -5.21 1.73
H 0.11 -4.05 2.97
H 2.91 -5.64 0.25
H 2.93 -6.25 1.93
H 1.56 -6.65 0.85
H 4.74 -4.17 0.76
H 4.68 -2.61 1.62
H 3.76 -4.00 2.25
H 2.45 -1.84 -1.12
H 2.95 -0.93 0.43
H 4.13 -1.77 -0.57
*
```

Calculated values
E = -75080.426 eV
Strongest force on any atom = 0.0724 hartree/bohr
Expectation value of S² = 6.012
Orbital gap (alpha / beta) = 4.664 / 4.828 eV


The following is a quantum chemistry calculation of a structure of composition C16H32Cl4O12, from OMol25.

Geometry as ORCA input:
```
! RIJCOSX wB97M-V def2-TZVPD def2/J DEFGRID3
* xyz 0 1
Cl 1.79 -0.11 3.50
C 0.01 -0.49 3.48
C -0.44 -0.88 2.11
Cl 0.15 -2.55 1.68
H -0.55 0.41 3.75
H -0.23 -1.28 4.19
H -0.10 -0.12 1.41
H -1.52 -1.01 2.12
Cl 2.29 -2.38 -0.44
C 0.87 -1.35 -0.63
C 0.99 -0.18 -1.77
Cl 2.32 1.02 -1.45
H 0.68 -0.83 0.31
H 0.10 -2.09 -0.86
H 0.08 0.41 -1.83
H 1.35 -0.57 -2.72
C -3.79 1.96 3.17
O -2.70 1.34 2.49
C -2.12 1.93 1.43
O -2.35 3.13 1.14
O -1.24 1.07 0.89
C -0.45 1.56 -0.19
H -4.73 1.44 2.94
H -3.93 2.99 2.86
H -3.70 2.02 4.26
H 0.17 0.74 -0.57
H 0.34 2.22 0.17
H -0.90 2.06 -1.05
C 0.48 -0.68 -4.47
O -0.05 -1.67 -3.60
C 0.02 -3.00 -3.93
O 0.54 -3.41 -5.03
O -0.21 -3.71 -2.87
C -0.06 -5.10 -2.95
H 0.15 -0.80 -5.50
H 1.55 -0.62 -4.30
H 0.11 0.30 -4.17
H 0.96 -5.40 -3.18
H -0.67 -5.58 -3.72
H -0.41 -5.40 -1.96
C 3.00 5.42 2.81
O 2.78 4.55 1.69
C 3.84 3.92 1.06
O 5.04 4.06 1.41
O 3.32 3.20 -0.01
C 4.14 2.44 -0.89
H 2.05 5.74 3.21
H 3.39 6.37 2.43
H 3.65 5.08 3.62
H 3.56 2.11 -1.75
H 4.72 1.72 -0.30
H 4.91 3.04 -1.37
C -1.01 -3.68 -0.59
O -2.35 -3.12 -0.21
C -2.57 -1.78 -0.04
O -1.76 -0.90 -0.33
O -3.76 -1.61 0.57
C -3.85 -0.38 1.37
H -0.72 -3.06 -1.44
H -1.05 -4.68 -1.02
H -0.32 -3.54 0.24
H -4.49 -0.68 2.19
H -4.43 0.42 0.90
H -2.89 -0.02 1.75
*
```

Calculated values
E = -91760.531 eV
Strongest force on any atom = 0.1306 hartree/bohr
Orbital gap = 10.374 eV


The following is a quantum chemistry calculation of a cluster of 11 separate species, C31H80N5O14PS5 in total, from OMol25.

Geometry as ORCA input:
```
! RIJCOSX wB97M-V def2-TZVPD def2/J DEFGRID3
* xyz 0 1
C -1.04 5.42 2.23
C -2.35 4.63 2.52
O -3.40 5.20 2.83
N -2.27 3.32 2.34
C -3.37 2.45 2.56
H -1.37 6.21 1.62
H -0.34 4.94 1.57
H -0.73 5.88 3.22
H -1.55 2.84 1.85
H -3.91 2.68 3.52
H -3.01 1.40 2.49
H -4.19 2.60 1.83
C 2.83 4.96 -0.38
C 3.06 3.45 -0.55
O 3.61 2.77 0.26
N 2.58 2.90 -1.72
C 2.24 3.75 -2.89
H 2.90 5.17 0.70
H 1.89 5.24 -0.83
H 3.64 5.48 -0.90
H 2.95 1.96 -1.90
H 3.05 4.28 -3.23
H 1.30 4.35 -2.72
H 1.94 3.12 -3.74
C 0.31 0.09 3.82
C 1.63 0.74 4.21
O 2.50 0.26 4.94
N 1.89 1.92 3.56
C 2.97 2.88 3.92
H 0.22 -0.66 3.00
H -0.46 0.78 3.46
H -0.04 -0.32 4.76
H 1.12 2.27 2.98
H 3.79 2.21 4.23
H 2.60 3.62 4.65
H 3.24 3.45 3.06
C -2.73 2.68 -3.48
C -1.79 3.42 -2.55
O -0.72 3.82 -2.89
N -2.24 3.57 -1.23
C -3.58 3.42 -0.76
H -2.40 2.96 -4.46
H -3.80 2.91 -3.34
H -2.71 1.65 -3.24
H -1.53 4.00 -0.70
H -3.64 3.51 0.27
H -4.05 2.49 -1.14
H -4.30 4.24 -1.11
C -3.84 -1.83 -2.88
C -4.29 -0.99 -4.08
O -5.45 -0.51 -4.21
N -3.43 -0.97 -5.10
C -3.65 -0.31 -6.32
H -3.85 -1.13 -2.05
H -2.90 -2.29 -3.06
H -4.61 -2.58 -2.66
H -2.51 -1.34 -4.90
H -3.47 0.74 -6.31
H -4.70 -0.46 -6.64
H -3.05 -0.75 -7.07
C -1.31 0.26 -0.72
S 0.07 1.33 -0.39
O -0.37 2.15 0.77
C 1.29 0.13 0.15
H -1.88 -0.04 0.17
H -1.02 -0.69 -1.23
H -2.01 0.85 -1.30
H 1.72 -0.32 -0.73
H 0.95 -0.56 0.94
H 2.07 0.72 0.59
C 4.88 0.34 2.65
S 5.03 -1.38 2.06
O 6.38 -1.61 1.51
C 5.01 -2.17 3.66
H 5.64 0.54 3.41
H 3.88 0.63 2.91
H 5.26 0.88 1.78
H 5.28 -3.18 3.57
H 3.92 -2.03 3.98
H 5.65 -1.57 4.28
C 5.65 -1.65 -1.63
S 4.93 -0.10 -1.06
O 4.10 0.36 -2.22
C 6.47 0.76 -0.92
H 6.23 -2.15 -0.89
H 6.14 -1.40 -2.60
H 4.79 -2.34 -1.84
H 7.01 0.77 -1.91
H 7.04 0.28 -0.11
H 6.28 1.77 -0.70
C -7.68 -0.28 2.18
S -5.93 0.18 1.84
O -5.17 -1.10 2.00
C -6.18 0.47 0.10
H -8.00 -0.99 1.44
H -8.34 0.58 2.24
H -7.73 -0.68 3.19
H -5.12 0.47 -0.31
H -6.75 1.37 -0.05
H -6.71 -0.41 -0.39
C 1.99 -1.86 -4.58
S 0.58 -0.83 -4.97
O -0.55 -1.32 -4.14
C 1.07 0.75 -4.38
H 2.09 -1.95 -3.47
H 2.88 -1.42 -4.97
H 1.83 -2.94 -4.92
H 0.47 1.53 -4.78
H 2.10 0.85 -4.76
H 1.09 0.78 -3.24
C 3.28 -5.28 1.43
C 2.53 -3.93 1.24
O 1.24 -4.18 0.58
P -0.03 -3.82 1.46
O -0.20 -2.42 1.77
O -1.06 -4.55 0.56
C -1.83 -3.94 -0.50
C -2.35 -5.14 -1.32
O -0.02 -4.77 2.76
C -1.07 -4.99 3.64
C -0.50 -5.64 4.86
H 3.19 -5.97 0.62
H 4.34 -5.16 1.60
H 3.06 -5.83 2.34
H 2.36 -3.48 2.25
H 3.07 -3.26 0.58
H -2.58 -3.33 -0.01
H -1.26 -3.24 -1.12
H -2.93 -5.85 -0.72
H -3.07 -4.75 -2.07
H -1.61 -5.62 -1.96
H -1.54 -4.04 3.85
H -1.84 -5.67 3.14
H -1.36 -5.91 5.45
H 0.05 -6.57 4.58
H 0.13 -4.97 5.42
*
```

Calculated values
E = -133025.347 eV
Strongest force on any atom = 0.0701 hartree/bohr
Orbital gap = 9.164 eV


The following is a quantum chemistry calculation of a structure of composition C24H17Br4N3O3S3Zn, from OMol25.

Geometry as ORCA input:
```
! RIJCOSX wB97M-V def2-TZVPD def2/J DEFGRID3
* xyz -2 1
Zn 2.12 1.52 -0.63
S 1.93 0.72 1.63
C 3.54 0.17 1.37
S 4.23 0.38 -0.19
C 4.26 -0.47 2.40
C 3.68 -0.70 3.67
N 3.23 -0.92 4.71
C 5.59 -0.92 2.22
N 6.68 -1.29 2.14
Br 0.77 6.56 -5.05
C 1.03 4.86 -4.26
C 0.96 3.71 -5.02
Br 0.68 3.82 -6.90
C 1.11 2.46 -4.40
Br 1.01 0.85 -5.40
C 1.36 2.32 -3.04
O 1.48 1.16 -2.45
C 1.49 3.52 -2.25
O 1.80 3.42 -0.99
C 1.29 4.75 -2.88
Br 1.40 6.29 -1.78
C -1.72 -1.96 4.79
C -1.05 -2.17 3.45
C 0.33 -2.22 3.34
C 0.94 -2.33 2.10
C 0.15 -2.40 0.96
C -1.23 -2.38 1.05
C -1.83 -2.27 2.30
S 0.89 -2.33 -0.70
C 1.73 -3.95 -0.55
O -0.23 -2.56 -1.64
H -0.97 -1.85 5.58
H -2.36 -2.81 5.04
H -2.33 -1.06 4.77
H 0.96 -2.12 4.22
H 2.02 -2.33 2.03
H -1.81 -2.42 0.14
H -2.91 -2.24 2.37
H 0.97 -4.71 -0.38
H 2.44 -3.91 0.28
H 2.24 -4.12 -1.49
N -1.00 0.60 -0.59
C -2.36 0.64 -0.68
C -2.98 0.67 -1.94
C -4.35 0.81 -2.04
C -5.15 0.90 -0.90
C -4.54 0.85 0.34
C -3.17 0.72 0.46
H -0.58 0.42 0.31
H -0.47 0.27 -1.39
H -2.37 0.59 -2.83
H -4.81 0.84 -3.02
H -6.22 1.03 -0.99
H -5.14 0.91 1.25
H -2.70 0.67 1.44
*
```

Calculated values
E = -396874.957 eV
Strongest force on any atom = 0.0174 hartree/bohr
Orbital gap = 6.268 eV
Energy above the lowest of the compared OMol25 structures with the same formula, charge and spin = 60.7 kJ/mol